Entry 1:
{"formula": "C27H26CuN4P2Se3Te", "method": "ωB97M-V/def2-TZVPD", "species": ["Cu", "Se", "Se", "Te", "Se", "C", "P", "C", "C", "C", "C", "C", "C", "C", "C", "C", "C", "C", "C", "P", "C", "C", "C", "C", "C", "C", "C", "C", "C", "C", "C", "C", "H", "H", "H", "H", "H", "H", "H", "H", "H", "H", "H", "H", "H", "H", "H", "H", "H", "H", "H", "H", "H", "H", "N", "C", "N", "N", "C", "N", "H", "H", "H", "H"], "coordinates": [[-1.984126, 1.701830, 1.102751], [-1.351484, 0.645949, 3.323554], [-2.396651, 2.013819, 4.876536], [-3.604543, 4.036330, 3.812353], [-2.983147, 3.834995, 1.491800], [0.985391, 0.977440, 0.289218], [-0.628260, 0.992333, -0.532927], [-0.485287, 1.988782, -2.023640], [-1.714978, 2.610492, -2.501411], [-1.685765, 3.327274, -3.648425], [-0.514210, 3.339472, -4.419262], [0.578055, 2.625262, -4.031754], [0.646222, 2.013968, -2.781339], [-0.820962, -0.777962, -1.017506], [-0.627436, -1.226032, -2.298241], [-1.011583, -2.516892, -2.691463], [-1.608771, -3.358105, -1.791579], [-1.737822, -2.942474, -0.451112], [-1.404134, -1.589771, -0.095525], [2.751774, 0.896531, -0.365242], [2.828104, -0.865899, -0.832189], [2.501754, -1.882996, 0.059933], [2.352792, -3.193539, -0.465495], [2.738337, -3.486003, -1.784154], [3.341526, -2.436722, -2.571519], [3.296655, -1.169321, -2.122064], [3.628140, 0.665023, 1.184415], [3.111852, 0.954903, 2.439375], [3.836376, 0.535888, 3.578546], [5.060216, -0.065168, 3.467829], [5.592797, -0.349438, 2.189858], [4.954141, 0.090038, 1.068366], [0.950512, 0.104585, 0.940633], [1.056195, 1.882237, 0.911416], [-2.609593, 2.538353, -1.936715], [-2.588241, 3.739425, -4.041898], [-0.458951, 3.867722, -5.388198], [1.451640, 2.535198, -4.687433], [1.542547, 1.579388, -2.414255], [-0.099146, -0.586020, -2.978976], [-0.791080, -2.702982, -3.764436], [-1.770210, -4.400295, -2.108275], [-2.145342, -3.627165, 0.340782], [-1.606360, -1.135559, 0.894223], [2.204403, -1.604526, 1.116111], [2.058352, -3.946081, 0.236083], [2.624587, -4.442703, -2.231156], [3.753256, -2.613644, -3.570210], [3.682987, -0.307289, -2.729992], [2.182242, 1.455938, 2.579061], [3.490847, 0.629548, 4.595422], [5.624823, -0.375864, 4.368959], [6.536932, -0.889840, 2.125231], [5.427265, -0.013510, 0.094999], [-6.427612, 0.893978, 3.544927], [-5.677228, 0.163883, 2.684660], [-4.694522, -0.552768, 3.266247], [-5.878260, 0.175843, 1.423452], [-5.093506, -0.222067, 0.443478], [-4.527296, -0.456732, -0.529452], [-6.372877, 0.769070, 4.557548], [-7.135381, 1.405145, 3.043862], [-4.222043, -0.150176, 4.104052], [-4.133897, -1.103117, 2.650191]], "atomic_forces_ev_per_a": [[0.14, -0.09, 0.63], [-0.43, 0.70, -0.39], [-0.23, 0.18, -0.02], [0.60, -0.86, -0.06], [-0.14, -0.05, -0.12], [1.39, 0.46, 0.45], [0.20, -0.47, 0.11], [-2.47, 0.20, 0.03], [2.37, -0.84, 1.02], [0.45, -0.13, -1.00], [-0.44, 0.41, -1.09], [1.61, -0.04, -0.11], [-0.64, 0.34, -0.66], [-0.31, 1.51, -0.45], [0.32, -0.78, -0.53], [0.87, 1.99, -1.30], [0.54, -1.05, 1.07], [-0.27, 0.80, 0.74], [-0.86, -2.13, 0.88], [-0.54, 0.09, -0.73], [0.23, -0.11, -0.11], [-1.05, -0.13, -0.41], [0.94, 0.89, -0.10], [0.84, 2.29, 0.16], [-1.01, -2.47, -0.22], [0.37, 2.43, 0.52], [1.40, 0.11, 0.69], [1.18, -0.94, 0.37], [0.11, 0.28, 0.07], [0.70, -0.96, -0.26], [0.56, 0.30, 0.89], [-1.55, 0.46, 0.03], [-0.34, 0.13, 0.37], [-0.38, -0.24, 0.02], [-0.65, -0.20, 0.56], [-0.39, 0.53, -0.09], [-0.29, -0.33, 0.64], [-0.32, 0.30, 0.22], [0.62, -0.39, -0.06], [-0.06, 0.15, -0.50], [-0.43, -0.58, 0.96], [-0.37, 0.57, 0.41], [0.39, 0.76, -1.02], [-0.04, -0.81, -0.43], [0.47, -0.68, -1.29], [-0.38, -0.56, -0.05], [-0.02, -0.78, 0.00], [-0.26, -0.28, 0.38], [-0.44, -1.01, 0.47], [-0.61, 0.08, 0.02], [-0.54, 0.48, -0.02], [-0.52, 0.18, -0.65], [-0.11, 0.28, -0.09], [-0.29, -0.21, 0.04], [-0.13, 0.00, -0.63], [1.44, -0.43, 1.15], [0.63, 0.20, 1.60], [-1.46, 0.69, -1.05], [-0.67, 0.41, 1.28], [0.83, -0.38, -0.82], [-0.28, 0.11, -0.96], [-0.27, 0.26, 0.72], [-0.47, -0.63, -1.18], [0.49, -0.04, -0.11]], "mulliken_spin": [0.017, 0.074, 0.149, 0.457, 0.297, 0.002, 0.003, -0.002, 0.000, 0.001, 0.000, 0.000, 0.000, 0.003, 0.000, 0.000, 0.000, 0.000, -0.006, 0.000, 0.000, 0.000, 0.000, 0.000, 0.000, 0.000, 0.000, 0.005, -0.002, 0.000, 0.000, 0.000, -0.002, 0.000, 0.000, 0.000, 0.000, 0.000, 0.000, 0.000, 0.000, 0.000, 0.000, 0.002, 0.000, 0.000, 0.000, 0.000, 0.000, -0.003, 0.000, 0.000, 0.000, 0.000, 0.003, 0.001, 0.000, 0.000, -0.001, 0.000, 0.000, -0.001, 0.000, 0.003], "total_energy_ev": -300931.56907, "homo_energy_ha": [-0.27591, -0.27810], "homo_lumo_gap_ev": [6.64, 5.26], "charge": 0, "s_squared": 0.76, "largest_force_ev_per_a": 2.72, "lumo_energy_ha": [-0.0321, -0.0848], "multiplicity": 2}

Entry 2:
{"formula": "C3H10O2S2", "method": "ωB97M-V/def2-TZVPD", "species": ["C", "C", "O", "C", "S", "S", "H", "H", "H", "H", "H", "H", "H", "H", "H", "H", "O"], "coordinates": [[0.267649, 1.134272, -1.185447], [-0.870114, 0.137012, -0.879436], [-1.549775, -0.172628, -2.078914], [1.206590, 1.025040, -0.000299], [0.448857, 1.740216, 1.502457], [1.915790, 0.908825, 2.847556], [-0.112303, 2.157527, -1.256798], [0.735578, 0.842519, -2.138921], [-0.547345, -0.691097, -0.243199], [-1.623192, 0.599998, -0.203639], [-0.972611, -0.565870, -2.735299], [2.122731, 1.587610, -0.171168], [1.585518, -0.002956, 0.107328], [0.940183, 0.527916, 3.706996], [-1.572815, -3.480707, 0.353427], [-0.976372, -2.943032, 1.659154], [-0.998377, -2.804640, 0.716201]], "atomic_forces_ev_per_a": [[-0.83, -0.44, 0.85], [-0.77, 0.94, -0.41], [-0.44, -0.08, 0.76], [1.14, 0.35, -0.76], [2.15, -2.00, 0.90], [-2.03, 0.72, -1.25], [0.01, -0.14, -0.36], [0.22, 0.23, 0.53], [0.32, -0.58, -0.73], [0.16, 0.13, -0.57], [0.27, -0.21, 0.06], [0.17, 0.53, 0.06], [-0.63, 0.22, 0.67], [0.26, 0.33, 0.19], [-0.13, -0.16, 0.00], [-0.11, -0.27, 0.38], [0.26, 0.44, -0.34]], "mulliken_spin": [0.016, 0.020, 0.003, -0.011, 0.661, 0.272, -0.002, 0.000, -0.011, 0.001, 0.000, 0.033, 0.011, 0.006, 0.000, 0.000, 0.000], "total_energy_ev": -29029.37335, "homo_energy_ha": [-0.50643, -0.50593], "homo_lumo_gap_ev": [8.13, 5.24], "charge": 1, "s_squared": 0.75, "largest_force_ev_per_a": 3.07, "lumo_energy_ha": [-0.2076, -0.3132], "e_above_lowest_kcal_mol": 14.72, "multiplicity": 2}

Entry 3:
{"formula": "C5H8S", "method": "ωB97M-V/def2-TZVPD", "species": ["C", "C", "C", "C", "C", "S", "H", "H", "H", "H", "H", "H", "H", "H"], "coordinates": [[1.084167, 0.309383, -1.472132], [1.660713, 0.195393, -0.414290], [-1.710866, -0.099238, -0.732269], [2.255386, 0.322338, 0.927287], [-1.512391, 0.170166, 0.821357], [-2.804081, -1.321074, -1.155913], [0.859577, 0.506271, -2.477972], [-2.559166, -1.402595, -2.509712], [2.156270, 1.354626, 1.204984], [1.672158, -0.249007, 1.623166], [3.183122, -0.217675, 1.033595], [-2.457750, 0.568919, 1.125750], [-1.253291, -0.824836, 1.135794], [-0.573842, 0.687330, 0.890355]], "atomic_forces_ev_per_a": [[1.39, -0.15, 1.24], [-0.31, 0.41, -0.57], [-0.08, 0.04, 0.37], [-1.07, -1.18, -0.71], [0.08, -1.75, -3.79], [0.75, 0.47, 0.22], [-0.56, -0.11, -0.49], [-0.17, 0.33, 0.71], [0.80, 0.44, 0.36], [-0.86, -0.18, 0.52], [0.87, 0.74, -0.28], [-0.14, 0.40, 1.03], [-0.48, -0.60, 1.10], [-0.21, 1.14, 0.30]], "nbo_charge": [-0.231, -0.020, -0.182, -0.695, -0.743, 0.119, 0.234, 0.123, 0.243, 0.227, 0.241, 0.236, 0.215, 0.232], "total_energy_ev": -16144.32868, "homo_energy_ha": -0.28835, "homo_lumo_gap_ev": 8.18, "charge": 0, "largest_force_ev_per_a": 4.18, "lumo_energy_ha": 0.0122, "e_above_lowest_kcal_mol": 122.42}

Entry 4:
{"formula": "C4H41NO16", "method": "ωB97M-V/def2-TZVPD", "species": ["C", "C", "C", "N", "C", "H", "H", "H", "H", "H", "H", "H", "H", "H", "H", "H", "O", "H", "H", "O", "H", "H", "O", "H", "H", "O", "H", "H", "O", "H", "H", "O", "H", "H", "O", "H", "H", "O", "H", "H", "O", "H", "H", "O", "H", "H", "O", "H", "H", "O", "H", "H", "O", "H", "H", "O", "H", "H", "O", "H", "H", "O"], "coordinates": [[1.699293, 0.037663, 2.361676], [0.215917, -0.253054, 2.217775], [-0.633948, 0.569047, 1.606367], [-0.403801, 1.882243, 1.236608], [-0.170530, -1.614556, 2.764301], [1.824278, 1.071731, 2.739887], [2.243450, -0.499718, 3.142256], [2.299137, -0.075968, 1.467063], [-1.634417, 0.147489, 1.545884], [-0.780454, 2.261545, 0.385000], [0.542323, 2.203399, 1.338255], [0.515984, -1.894596, 3.555195], [-1.150603, -1.505340, 3.257338], [-0.422073, -2.433530, 2.092761], [4.018708, -0.893137, -0.469282], [3.826059, 0.216438, -1.501203], [4.262734, -0.629169, -1.367910], [4.610461, -0.555665, 2.123369], [5.388860, 0.066361, 1.119131], [4.443864, -0.058352, 1.310852], [-0.528567, -3.977313, 1.037953], [-0.671285, -3.676507, -0.399455], [-1.224824, -3.882585, 0.373908], [1.884759, 2.265825, -1.096818], [3.424880, 1.929650, -0.914009], [2.730299, 2.112012, -1.548570], [1.216851, 3.106527, 2.829231], [0.966934, 2.635072, 4.292770], [1.578650, 3.103446, 3.711842], [1.710523, -3.531837, -0.471824], [1.917551, -2.452310, 0.545059], [1.812757, -3.410387, 0.486398], [0.317474, -3.256451, -2.927836], [0.597728, -2.238651, -1.811603], [0.326874, -3.158333, -1.972537], [-4.197658, -2.416949, 0.238359], [-5.433984, -1.756987, 0.201987], [-4.959979, -2.366796, -0.387661], [-2.397774, -1.833485, 1.497179], [-2.808473, -3.247453, 1.659883], [-3.175730, -2.354002, 1.730098], [-1.494219, 1.593963, -2.508995], [-0.957461, 1.161105, -3.826144], [-0.663632, 1.340438, -2.925154], [1.770859, 0.133842, -1.909812], [0.268983, 0.218869, -2.002531], [0.984286, -0.301344, -1.562731], [-3.477074, 0.210638, -3.355239], [-3.748500, 1.520960, -4.202144], [-3.089821, 1.037700, -3.702977], [-5.052050, -0.823641, -1.761493], [-4.538336, -1.857025, -2.808112], [-4.600353, -0.927392, -2.594739], [-1.391099, 2.202497, 5.256525], [-1.210252, 1.328804, 3.990184], [-0.790115, 1.617555, 4.789791], [1.871664, 3.147481, -3.463708], [0.361603, 2.891556, -3.479243], [1.036258, 3.516589, -3.779953], [0.503459, 4.626355, -0.541985], [0.800870, 3.838523, -1.720924], [0.765407, 3.724459, -0.754776]], "atomic_forces_ev_per_a": [[-0.16, 1.50, 0.75], [1.70, -1.18, -0.21], [-0.18, -1.04, 0.65], [-0.07, 0.61, 0.02], [-1.87, 0.74, 0.73], [0.17, -0.31, -0.56], [-0.54, -0.53, 0.01], [-0.32, 0.07, -0.39], [-0.30, 0.73, -0.36], [-0.18, -0.29, -0.09], [0.19, -0.31, -0.21], [0.12, -0.36, -0.16], [0.23, 0.06, 0.29], [0.96, 0.16, -0.39], [0.12, 0.18, -0.10], [-0.05, -0.07, -0.12], [-0.01, -0.22, -0.14], [-0.94, -0.11, 0.29], [-0.30, 0.42, -0.81], [1.57, -0.31, 0.65], [-0.04, -0.23, 0.00], [-0.44, -0.01, -0.28], [0.51, -0.03, 0.15], [0.62, -0.01, 0.45], [-0.19, 0.36, 0.52], [0.00, -0.43, -0.86], [-0.45, 0.03, 0.07], [-0.40, -0.12, -0.31], [0.75, 0.38, 0.45], [-0.03, -0.26, 0.16], [-0.04, 0.00, 0.25], [0.06, 0.27, -0.31], [-0.01, -0.07, -0.02], [-0.02, 0.38, -0.11], [0.12, 0.03, 0.12], [0.23, -0.56, -0.59], [-0.69, -0.24, -0.44], [0.14, 0.68, 1.43], [-0.07, 0.04, -0.05], [-0.10, -0.03, -0.14], [0.04, -0.01, 0.05], [-0.26, -0.05, -0.03], [-0.15, -0.23, -0.01], [0.46, 0.48, 0.02], [0.22, -0.13, 0.09], [0.33, -0.42, 0.30], [-0.47, 0.01, -0.28], [-0.54, 0.24, -0.05], [-0.31, -0.23, 0.03], [0.44, 0.14, -0.06], [0.06, -0.63, 0.37], [-0.19, -0.29, 0.50], [0.38, 0.91, -1.33], [-0.17, -0.01, -0.12], [-0.39, -0.19, -0.75], [0.70, 0.21, 0.89], [0.03, -0.08, -0.10], [0.01, -0.31, -0.12], [0.07, 0.28, 0.40], [0.00, 0.02, 0.70], [0.21, -0.37, -0.26], [-0.57, 0.76, -0.56]], "nbo_charge": [-0.688, -0.060, -0.042, -0.834, -0.647, 0.234, 0.210, 0.226, 0.174, 0.393, 0.366, 0.222, 0.213, 0.209, 0.487, 0.458, -0.955, 0.478, 0.480, -0.946, 0.477, 0.506, -0.988, 0.508, 0.484, -0.990, 0.457, 0.499, -0.955, 0.488, 0.469, -0.961, 0.486, 0.514, -0.997, 0.500, 0.457, -0.980, 0.480, 0.503, -0.956, 0.510, 0.512, -0.982, 0.484, 0.501, -1.006, 0.519, 0.482, -1.021, 0.503, 0.495, -0.978, 0.477, 0.488, -0.958, 0.486, 0.485, -0.972, 0.487, 0.494, -0.985], "total_energy_ev": -39064.05681, "homo_energy_ha": -0.29491, "homo_lumo_gap_ev": 8.08, "charge": 0, "largest_force_ev_per_a": 2.14, "lumo_energy_ha": 0.0019, "e_above_lowest_kcal_mol": 40.11}